No. 1
Entry from OMol25: 7 unconnected molecules or ions with the total composition C57H69BBrF20N3O14S (ωB97M-V/def2-TZVPD).

Its LUMO energy is 0.0058 Ha. The value obtained for the HOMO energy is -7.738 eV. As for the frontier orbital gap: 7.90 eV. As for the SMILES: C#CCCCc1c(CCCCN)c(CC(C)C)c([C@@H](Br)CC)c2c1Sc1c(c(F)c(B(O)O)c(F)c1-c1ccccn1)N2.CCOC(=O)C(F)(F)F.CCOC(=O)C(F)(F)F.CCOC(=O)C(F)(F)F.CCOC(=O)C(F)(F)F.CCOC(=O)C(F)(F)F.CCOC(=O)C(F)(F)F.

Structure (ORCA input):
```
! wB97M-V def2-TZVPD RIJCOSX def2/J DEFGRID3
* xyz 0 1
C -3.107 -1.572 3.389
C -2.767 -0.540 2.906
C -2.088 0.522 2.170
C -0.791 0.822 2.931
C -0.006 2.053 2.433
C 1.252 1.675 1.688
C 1.371 1.790 0.306
C 0.194 2.292 -0.502
C 0.304 3.776 -0.913
C -0.216 4.755 0.152
C -0.209 6.169 -0.431
N -1.202 6.297 -1.512
C 2.587 1.440 -0.300
C 2.669 1.551 -1.819
C 2.048 0.310 -2.542
C 1.844 -0.919 -1.651
C 2.858 -0.121 -3.778
C 3.657 0.989 0.470
C 4.959 0.655 -0.248
Br 6.306 1.975 0.373
C 5.506 -0.765 -0.066
C 6.565 -1.036 -1.141
C 3.531 0.843 1.864
C 2.326 1.190 2.432
S 2.036 1.041 4.189
C 3.637 0.679 4.819
C 4.688 0.374 3.975
C 5.893 0.063 4.586
F 6.937 -0.255 3.801
C 6.087 0.037 5.960
B 7.472 -0.382 6.599
O 8.686 -0.184 5.956
O 7.505 -0.991 7.840
C 5.002 0.379 6.761
F 5.122 0.374 8.094
C 3.789 0.701 6.196
C 2.633 1.065 7.087
C 2.590 2.345 7.602
C 1.517 2.725 8.394
C 0.547 1.758 8.603
C 0.717 0.503 8.062
N 1.735 0.093 7.296
N 4.658 0.296 2.554
H -3.371 -2.453 3.919
H -1.909 0.199 1.147
H -2.760 1.382 2.199
H -0.184 -0.082 2.970
H -1.095 1.035 3.956
H 0.268 2.643 3.307
H -0.656 2.687 1.843
H -0.754 2.103 -0.011
H 0.157 1.709 -1.421
H 1.322 4.007 -1.222
H -0.321 3.904 -1.799
H -1.235 4.442 0.390
H 0.447 4.691 1.015
H -0.387 6.871 0.387
H 0.780 6.311 -0.869
H -1.539 7.249 -1.505
H -1.994 5.698 -1.307
H 3.674 1.761 -2.167
H 2.058 2.402 -2.096
H 1.056 0.576 -2.906
H 1.027 -0.799 -0.942
H 2.766 -1.210 -1.156
H 1.562 -1.756 -2.294
H 2.164 -0.587 -4.477
H 3.618 -0.851 -3.503
H 3.280 0.735 -4.304
H 4.880 0.842 -1.305
H 4.715 -1.511 -0.122
H 6.044 -0.822 0.873
H 7.119 -1.945 -0.920
H 7.304 -0.236 -1.104
H 6.150 -1.061 -2.148
H 8.933 -1.036 5.578
H 6.944 -1.774 7.827
H 3.389 3.039 7.386
H 1.462 3.724 8.800
H -0.336 1.976 9.184
H -0.046 -0.241 8.270
H 4.658 -0.696 2.335
C 2.071 -2.480 6.151
C 1.698 -1.567 5.004
O 2.064 -2.151 3.732
C 1.224 -3.048 3.233
O 0.207 -3.426 3.733
C 1.726 -3.510 1.856
F 3.040 -3.776 1.874
F 1.517 -2.553 0.938
F 1.092 -4.608 1.457
H 3.131 -2.732 6.109
H 1.863 -1.990 7.102
H 1.510 -3.414 6.111
H 2.250 -0.632 5.072
H 0.637 -1.321 5.011
C -7.066 -4.759 -1.671
C -5.613 -4.320 -1.688
O -5.507 -2.915 -1.384
C -5.558 -2.576 -0.106
O -5.678 -3.311 0.828
C -5.409 -1.052 0.011
F -6.175 -0.423 -0.893
F -4.138 -0.678 -0.199
F -5.756 -0.604 1.212
H -7.665 -4.138 -2.335
H -7.171 -5.799 -1.971
H -7.464 -4.638 -0.663
H -5.183 -4.436 -2.671
H -5.007 -4.906 -0.997
C 11.818 -0.304 3.585
C 10.512 -0.809 3.012
O 10.572 -0.907 1.578
C 11.152 -1.988 1.077
O 11.633 -2.892 1.692
C 11.074 -1.930 -0.456
F 11.403 -0.718 -0.917
F 9.823 -2.194 -0.860
F 11.889 -2.812 -1.028
H 12.093 0.645 3.124
H 11.728 -0.158 4.661
H 12.629 -1.007 3.397
H 9.710 -0.104 3.225
H 10.230 -1.773 3.440
C -9.333 -6.775 -7.624
C -8.011 -6.178 -8.054
O -7.323 -5.581 -6.938
C -6.647 -6.410 -6.158
O -6.552 -7.594 -6.287
C -5.943 -5.612 -5.050
F -6.768 -4.705 -4.505
F -4.882 -4.955 -5.538
F -5.507 -6.420 -4.084
H -9.944 -6.024 -7.120
H -9.878 -7.150 -8.489
H -9.185 -7.598 -6.925
H -8.175 -5.371 -8.765
H -7.373 -6.917 -8.536
C -9.218 0.280 -1.953
C -10.516 -0.308 -2.460
O -10.536 -0.363 -3.900
C -9.902 -1.391 -4.446
O -9.326 -2.261 -3.863
C -10.047 -1.339 -5.975
F -9.829 -0.108 -6.448
F -11.287 -1.704 -6.336
F -9.188 -2.165 -6.565
H -9.040 1.260 -2.397
H -9.246 0.385 -0.869
H -8.372 -0.353 -2.216
H -11.354 0.324 -2.175
H -10.698 -1.299 -2.046
C -2.551 6.997 -7.983
C -1.937 7.590 -6.733
O -2.887 7.621 -5.651
C -3.046 6.485 -4.986
O -2.487 5.452 -5.200
C -4.049 6.693 -3.841
F -5.131 7.371 -4.243
F -3.483 7.388 -2.842
F -4.465 5.531 -3.344
H -3.460 7.536 -8.253
H -1.849 7.054 -8.813
H -2.823 5.953 -7.831
H -1.654 8.626 -6.906
H -1.041 7.050 -6.430
*
```

***

No. 2
Entry from OMol25: 4 unconnected molecules or ions with the total composition CH10O3S (ωB97M-V/def2-TZVPD).

Its LUMO energy is 0.0119 Ha. The value obtained for the HOMO energy is -8.960 eV. As for the frontier orbital gap: 9.28 eV. As for the SMILES: CS.O.O.O.

Structure (ORCA input):
```
! wB97M-V def2-TZVPD RIJCOSX def2/J DEFGRID3
* xyz 0 1
C 2.612 -0.986 -0.270
S 1.105 -0.362 -1.102
H 2.550 -2.006 0.097
H 2.845 -0.308 0.551
H 3.480 -0.931 -0.923
H 0.135 -0.491 -0.160
H -0.076 1.590 3.616
H -0.369 0.261 2.948
O 0.244 1.003 2.920
H -2.858 -0.315 0.666
H -1.711 0.615 0.390
O -1.889 -0.278 0.721
H -2.311 1.443 -2.973
H -1.484 0.166 -3.044
O -2.271 0.598 -3.436
*
```

***

No. 3
Entry from OMol25: a molecular structure, C33H44BN8O6S6V (ωB97M-V/def2-TZVPD).

Its LUMO energy (alpha / beta) is -0.1525 / -0.1324 Ha. The value obtained for the HOMO energy (alpha / beta) is -10.662 / -10.676 eV. Its expectation value of S² is 0.777. As for the frontier orbital gap (alpha / beta): 6.51 / 7.07 eV.

Structure (ORCA input):
```
! wB97M-V def2-TZVPD RIJCOSX def2/J DEFGRID3
* xyz 1 2
V -0.988 -0.305 -0.190
C 5.526 -0.782 1.774
C 4.031 -0.496 1.943
C 3.783 0.407 3.152
C 3.320 -1.820 2.147
N 3.574 0.256 0.723
C 4.228 1.434 0.414
C 3.729 1.886 -0.748
N 2.769 0.997 -1.165
B 2.086 1.217 -2.530
N 1.776 -0.119 -3.240
C 2.782 -0.804 -3.876
C 2.287 -1.996 -4.270
N 0.967 -2.048 -3.874
C 0.681 -0.893 -3.231
S -0.854 -0.413 -2.606
C 0.060 -3.229 -4.104
C -1.120 -2.807 -4.978
C 0.849 -4.306 -4.843
C -0.386 -3.788 -2.755
N 0.865 2.179 -2.464
C 0.515 2.845 -3.615
C -0.502 3.671 -3.324
N -0.776 3.532 -1.974
C 0.042 2.567 -1.477
S 0.104 1.916 0.136
C -1.853 4.342 -1.337
C -1.899 5.717 -2.010
C -1.623 4.553 0.154
C -4.267 4.234 -1.410
C 2.650 0.014 -0.249
S 1.518 -1.288 -0.393
H 5.876 -1.346 2.638
H 6.123 0.126 1.710
H 5.703 -1.380 0.879
H 4.040 -0.126 4.067
H 2.731 0.686 3.207
H 4.380 1.318 3.113
H 3.761 -2.287 3.029
H 3.443 -2.492 1.300
H 2.262 -1.680 2.327
H 5.005 1.838 1.034
H 3.988 2.752 -1.330
H 2.897 1.775 -3.221
H 3.762 -0.381 -4.001
H 2.762 -2.788 -4.813
H -0.768 -2.384 -5.920
H -1.760 -2.084 -4.480
H -1.720 -3.689 -5.204
H 1.188 -3.969 -5.824
H 0.183 -5.153 -5.000
H 1.701 -4.661 -4.263
H -1.004 -3.086 -2.205
H 0.483 -4.052 -2.148
H -0.972 -4.691 -2.927
H 1.039 2.684 -4.540
H -1.038 4.348 -3.956
H -0.904 6.159 -2.034
H -2.544 6.374 -1.430
H -2.299 5.670 -3.021
H -0.673 5.061 0.325
H -1.634 3.623 0.705
H -2.416 5.198 0.529
H -4.430 5.015 -2.155
H -4.351 4.667 -0.410
H -5.025 3.465 -1.523
O -3.034 -3.581 1.134
S -3.190 -2.304 0.502
O -4.247 -2.071 -0.423
O -1.834 -1.983 -0.180
C -3.396 -1.124 1.853
C -3.463 -1.698 3.116
C -3.664 -0.921 4.251
C -3.789 0.451 4.141
C -3.725 1.034 2.884
C -3.543 0.264 1.743
S -3.606 1.323 0.277
O -3.017 3.580 -1.606
O -4.864 1.087 -0.393
O -2.431 0.544 -0.597
H -3.369 -2.771 3.196
H -3.731 -1.398 5.220
H -3.943 1.064 5.019
H -3.826 2.109 2.779
N -0.195 -3.055 6.283
C 0.402 -1.936 5.850
S 1.462 -1.052 6.730
C 0.079 -1.559 4.444
C -0.014 -2.512 3.437
C -0.249 -2.107 2.141
N -0.423 -0.820 1.808
C -0.354 0.101 2.780
C -0.095 -0.225 4.096
H 0.000 -3.380 7.217
H -0.898 -3.530 5.743
H 0.138 -3.565 3.632
H -0.299 -2.826 1.338
H -0.522 1.131 2.497
H -0.020 0.549 4.846
*
```

***

No. 4
Entry from OMol25: a molecular structure, C28H34N6Ru (ωB97M-V/def2-TZVPD).

Its LUMO energy (alpha / beta) is -0.1006 / -0.1460 Ha. The value obtained for the HOMO energy (alpha / beta) is -7.686 / -11.248 eV. Its expectation value of S² is 8.806. As for the frontier orbital gap (alpha / beta): 4.95 / 7.28 eV.

Structure (ORCA input):
```
! wB97M-V def2-TZVPD RIJCOSX def2/J DEFGRID3
* xyz 1 6
Ru -1.454 -0.880 -0.653
C -3.101 -1.434 3.657
C -2.305 -1.268 2.373
N -2.333 -0.241 1.530
C -3.153 0.807 2.167
C -2.716 1.943 1.345
N -2.509 1.139 0.116
C -1.615 2.034 -0.677
C -1.774 1.761 -2.151
N -2.129 0.387 -2.169
C -1.701 -0.393 -3.327
C -0.381 -1.178 -3.084
N -0.571 -2.010 -1.911
C 0.371 -2.365 -1.107
C 1.839 -2.247 -1.417
C -0.010 -2.860 0.259
C 0.450 -4.020 0.845
C -0.047 -4.329 2.118
C -0.986 -3.486 2.737
C -1.370 -2.352 2.053
N -0.861 -2.036 0.894
H -4.132 -1.096 3.525
H -2.624 -0.865 4.459
H -3.166 -2.479 3.967
H -2.918 1.013 3.217
H -4.224 0.605 2.036
H -1.780 2.362 1.737
H -3.469 2.729 1.242
H -3.478 1.185 -0.298
H -0.580 1.837 -0.367
H -1.818 3.100 -0.511
H -0.838 1.983 -2.674
H -2.573 2.368 -2.590
H -3.034 0.076 -1.763
H -1.605 0.236 -4.220
H -2.492 -1.120 -3.551
H 0.439 -0.463 -2.957
H -0.166 -1.803 -3.957
H 2.098 -1.205 -1.621
H 2.068 -2.856 -2.297
H 2.457 -2.593 -0.584
H 1.148 -4.674 0.338
H 0.285 -5.233 2.624
H -1.374 -3.731 3.717
N 0.353 0.184 -0.399
C 1.430 0.818 -0.249
C 1.693 1.988 -1.119
C 1.285 1.980 -2.459
C 1.533 3.088 -3.272
C 2.181 4.207 -2.751
C 2.581 4.223 -1.415
C 2.336 3.118 -0.598
C 2.378 0.361 0.791
C 1.906 -0.082 2.032
C 2.806 -0.513 3.009
C 4.176 -0.510 2.746
C 4.649 -0.079 1.507
C 3.753 0.354 0.528
H 0.782 1.114 -2.881
H 1.218 3.077 -4.313
H 2.371 5.069 -3.385
H 3.078 5.099 -1.007
H 2.637 3.155 0.446
H 0.841 -0.085 2.252
H 2.438 -0.853 3.973
H 4.875 -0.849 3.507
H 5.716 -0.086 1.301
H 4.136 0.671 -0.439
H -3.017 -1.801 -0.872
*
```

***

How do the records compare in relative energy (zero: lowest compared OMol25 entry of this formula, charge and spin)? In the order shown, they have 0.00; 50.53; 178.46; 0.00 kJ/mol.